[1]
The following is a quantum chemistry calculation of a structure of composition C34H36F4FeN6O4S, from the Open Molecules 2025 dataset.

Each line ends with the Mulliken charge.
CARTESIAN COORDINATES (ANGSTROEM)
H1 -3.0605 -2.4277 2.1112  0.634
C1 -1.4136 -3.2865 -3.4971  -0.246
C2 -2.7438 0.3699 -2.0641  -0.559
H2 0.9544 -0.3275 2.1102  -0.417
O1 4.9729 -0.7806 6.1531  -0.572
H3 -1.0399 -3.0382 -1.4272  0.012
N1 -0.3345 -1.6466 0.2793  0.980
H4 6.5422 1.2061 4.5575  0.315
C3 1.1702 3.6353 1.5421  -1.628
C4 -0.5269 1.2328 1.9020  -1.178
O2 6.3265 0.8001 5.4046  -0.489
C5 -1.5265 -4.1637 3.5418  -0.687
H5 -0.1566 3.5660 -1.6760  0.755
N2 -0.0328 1.6109 0.5685  1.487
H6 2.0969 4.1932 1.4091  0.473
H7 1.9935 1.7241 0.9888  -1.378
N3 0.1021 1.5298 -2.1200  1.977
C6 3.4484 -0.2755 1.3447  0.053
H8 -6.3260 0.4262 0.6169  0.374
H9 -1.6519 2.7784 -2.1194  0.584
C7 -1.0727 2.3727 -0.1281  -1.456
H10 -1.5476 -5.2072 3.2021  0.320
C8 -4.1062 0.5384 -1.8667  -1.146
H11 -4.6938 1.0785 -2.5974  0.449
N4 -1.9781 -0.2644 -1.1872  1.130
C9 -2.0402 -2.4546 1.7636  -0.696
C10 3.4869 -1.3746 2.2218  -0.394
C11 1.0221 3.0353 -5.4048  0.115
H12 -1.4403 0.6528 1.7534  0.385
C12 5.3073 -0.0815 5.2363  0.616
H13 4.0932 -2.1504 4.1287  0.425
S1 2.7481 -0.4006 -0.2515  -0.478
C13 -0.9063 -2.5650 -4.5494  -1.081
H14 -0.7613 -4.0842 4.3217  0.366
O3 -6.8818 -0.9925 -0.6902  -0.504
H15 -3.0160 -4.2744 4.7958  0.318
H16 2.6588 2.5065 -6.6982  0.507
O4 -2.7957 -3.7606 4.0144  -0.506
H17 -6.5596 1.0408 -1.0251  0.370
H18 -2.2320 0.7600 -2.9352  0.529
H19 1.2682 1.0679 3.1229  0.251
C14 0.6900 1.7695 -3.3203  0.252
H20 4.0328 1.7811 1.1523  0.576
H21 -6.7991 -1.2143 -1.6235  0.333
H22 -4.3334 -1.1152 1.0614  0.555
C15 0.5301 -2.4916 0.8471  -1.254
C16 -6.1649 0.2052 -0.4382  -1.140
C17 0.4763 0.4373 2.7190  -0.735
H23 1.4881 2.6734 -0.3706  0.359
H24 0.5157 -0.8432 -4.4300  0.416
H25 -1.2586 3.3419 0.3522  0.693
N5 -0.0858 -1.7123 -2.6313  0.297
H26 1.0950 3.3776 2.5987  0.325
N6 -0.9027 -2.7444 -2.3779  -0.132
C18 -1.1269 -3.2932 2.3844  -0.036
H27 1.5395 -2.4347 0.4577  1.147
C19 -2.5441 -0.8320 -0.1040  0.471
C20 -0.0816 -1.5981 -3.9515  -0.142
C21 0.3213 2.7822 -4.2409  0.444
C22 1.7868 0.9984 -3.7775  -1.099
H28 -2.0734 -4.1352 -3.4610  0.473
H29 -0.0301 -0.0390 3.5589  0.531
F1 3.5099 0.4725 -5.2609  -0.314
H30 0.3505 4.3112 1.2990  0.282
C23 2.4693 1.2594 -4.9434  0.369
C24 -4.6913 0.0373 -0.7101  0.235
F2 2.1935 -0.0472 -3.0426  -0.379
C25 4.6813 -0.1133 3.8885  0.843
Fe1 0.1221 -0.0936 -0.9783  -0.189
H31 0.9172 -3.9836 2.3200  0.473
H32 -2.0013 1.8092 -0.0434  0.541
C26 0.1727 -3.3273 1.8886  -1.337
C27 4.0381 0.9138 1.7997  -0.192
H33 5.0654 1.9418 3.3523  0.306
C28 4.0785 -1.2957 3.4649  -1.006
C29 -0.7067 2.6211 -1.5880  -1.886
C30 4.6471 0.9907 3.0386  -1.167
H34 3.0448 -2.3078 1.9003  0.585
F3 0.5845 4.0312 -6.1958  -0.329
C31 -3.8941 -0.6816 0.1740  -0.858
H35 -1.0980 -2.7105 -5.5966  0.435
F4 -0.8009 3.5228 -4.0468  -0.370
C32 -1.6161 -1.6612 0.7072  0.814
C33 1.2185 2.4001 0.6478  0.756
C34 2.1175 2.2959 -5.7901  -0.666
H36 -0.8247 2.1323 2.4577  0.709

## Properties
Energy above the lowest of the compared OMol25 structures with the same formula, charge and spin   14.93 kcal per mole
HOMO-LUMO gap (alpha / beta)   5.637 / 5.776 eV
DFT total energy   -109064.70266 eV
Largest force on an atom   0.6 eV/Å
HOMO (alpha / beta)   -0.24728 / -0.25232 Ha

---

[2]
The following is a quantum chemistry calculation of a structure of composition C16H25ClIrOS at a distorted geometry, from the Open Molecules 2025 dataset.

Each line ends with the Mulliken charge.
CARTESIAN COORDINATES (ANGSTROEM)
H1 -6.1208 3.1007 -0.9312  0.280
H2 3.5380 -3.6381 -3.1605  0.413
H3 2.1679 -6.4601 -2.0954  0.444
Cl1 -0.5224 1.1949 0.4278  -0.319
H4 -2.2303 -1.1298 2.1726  0.468
H5 4.1564 -2.9391 -1.6273  0.330
H6 2.8636 2.8948 0.1636  0.515
C1 -5.0796 2.8165 -0.6997  -1.202
O1 2.0106 -3.5147 -0.0542  -0.273
C2 2.0576 -0.1994 -0.8428  0.029
H7 2.8111 -6.1609 -0.4170  0.398
H8 4.2907 -4.7139 -1.9290  0.391
C3 -3.5022 4.2050 -2.1293  -1.211
H9 3.2482 -1.4210 0.6568  0.717
C4 2.6077 1.8438 0.0629  -0.261
H10 1.7488 -0.1086 3.6665  0.603
H11 1.6998 -0.9754 -1.5122  0.441
H12 -5.1104 2.4007 0.3289  0.311
H13 -2.4978 4.6623 -2.0265  0.314
C5 -0.1549 -1.8524 1.5286  -0.027
H14 1.7767 1.7723 -1.9559  0.503
C6 3.6887 -3.8168 -2.0919  -0.842
C7 2.0266 -5.9248 -1.1480  -1.002
C8 -0.4893 -0.3675 3.2473  -0.235
C9 -1.1340 -1.0981 2.2761  -0.877
C10 2.9121 0.8122 1.0598  -0.712
H15 -3.9949 4.3193 1.2715  0.328
H16 -3.3687 3.2979 -2.7493  0.315
H17 1.9825 -2.3332 2.0934  0.703
C11 0.9415 -0.5713 3.1308  -0.471
H18 -4.8501 1.9666 -1.3724  0.315
Ir1 1.0293 -0.1118 1.0990  1.045
S1 2.0439 -4.1271 -1.4248  0.703
C12 2.0728 1.2443 -1.0628  -0.976
H19 -2.8806 5.2583 0.2916  0.327
H20 3.2819 0.9384 2.0743  0.586
H21 -0.3397 -2.5283 0.7045  0.485
C13 2.8632 -0.4646 0.3310  -0.723
H22 -4.5701 5.6884 0.3550  0.287
H23 -4.0801 4.9070 -2.7543  0.283
C14 1.0953 -1.7356 2.2577  -0.953
C15 -3.8880 4.8332 0.3120  -1.231
H24 -0.9516 0.2195 4.0502  0.489
C16 -4.1849 3.9797 -0.8425  0.890
H25 1.0357 -6.1633 -0.7348  0.402

## Properties
Energy above the lowest of the compared OMol25 structures with the same formula, charge and spin   18.53 kcal per mole
HOMO-LUMO gap (alpha / beta)   3.296 / 3.575 eV
DFT total energy   -45216.17974 eV
Charge   +2
Largest force on an atom   3.8 eV/Å
HOMO (alpha / beta)   -0.36421 / -0.55098 Ha
Spin multiplicity   6

---

[3]
The following is a quantum chemistry calculation of a cluster of 3 separate species, C44H49BN3O14S3 in total at a distorted geometry, from the Open Molecules 2025 dataset.

Each line ends with the Mulliken charge.
CARTESIAN COORDINATES (ANGSTROEM)
H1 2.6380 -1.1229 0.9427  0.087
C1 3.2305 3.8138 -1.6749  -0.784
H2 -1.7385 0.5643 1.7659  -0.029
O1 -7.9778 4.8346 3.1675  -0.489
H3 2.2516 0.7727 -0.2949  -0.421
C2 5.6158 5.7341 -1.9517  -0.767
H4 -1.3881 -9.6116 2.5835  0.433
C3 7.2051 4.4657 -0.3757  -0.703
C4 -0.2629 -8.3385 1.3169  0.324
H5 1.2517 -0.4851 2.0081  -0.016
O2 0.5688 -9.3025 0.8570  -0.606
H6 -5.1591 1.6976 2.3056  0.139
H7 2.2495 -4.3062 -1.9311  -0.012
C5 1.0941 -8.0488 -3.5931  0.948
H8 -3.3806 0.7699 2.4983  0.415
H9 3.4336 6.0363 1.9629  0.328
O3 2.6191 -6.1868 -3.2724  -0.552
H10 3.2710 -3.0883 -1.0490  0.339
O4 -2.7757 -5.2206 2.5758  -0.486
C6 -1.2215 3.3027 1.4442  0.273
H11 0.8579 -2.9579 2.7578  0.460
C7 -1.0029 4.7799 1.5296  -0.289
H12 3.3884 1.0598 -1.7163  0.470
H13 6.5730 6.5482 -0.0259  0.355
H14 2.7333 -1.2275 2.7593  0.449
H15 -4.5674 0.6597 0.4617  0.219
H16 -6.1815 2.4900 4.2882  0.396
C8 3.1130 5.2992 -1.3543  0.392
C9 -1.2281 -8.6139 2.1978  -0.953
C10 1.3040 3.4145 0.0993  0.457
C11 -3.4491 0.7322 0.2332  -0.303
O5 -4.8588 6.4329 3.6813  -0.735
H17 -7.7023 1.7838 2.3513  0.330
C12 -6.0091 3.3367 3.5367  -0.630
H18 2.4452 0.1789 -4.0723  0.388
C13 -0.9586 -5.9019 1.2596  -0.440
C14 -0.8613 -6.1620 -4.4833  0.894
H19 -2.0731 6.7449 1.9487  0.400
C15 4.1119 6.2695 -2.1042  -0.821
O6 1.9957 7.1971 -0.1176  -0.811
O7 1.9634 -8.8184 -3.2234  -0.653
C16 2.1035 5.8070 -0.3690  0.690
H20 1.2012 2.0000 -3.0055  0.501
C17 1.3862 -6.5858 -3.6565  0.359
C18 -3.8035 3.5146 2.0326  -0.498
H21 -2.8734 -7.2010 -5.0127  0.353
C19 -2.5811 2.6700 1.6911  -0.175
H22 2.5285 -4.4769 -0.1065  0.282
S1 0.2371 2.2474 1.0213  0.159
C20 6.1001 5.6028 -0.4450  0.237
C21 2.3960 1.3433 -1.2580  -0.052
H23 5.2992 5.2796 0.2822  -0.054
H24 3.8967 6.3344 -3.2108  0.366
C22 -2.1197 -7.5565 2.6804  0.822
H25 0.2813 0.9632 -1.8328  -0.111
C23 -7.4811 3.7369 3.0244  0.456
H26 2.2617 -3.5130 1.7727  0.410
C24 1.1028 -2.7616 -0.6855  0.279
H27 -5.5151 4.1717 4.1124  0.377
C25 -2.2063 5.6319 1.8716  -0.793
N1 -8.2042 2.6824 2.3106  -0.684
C26 -3.5649 5.0047 2.1081  1.065
C27 -0.0544 -6.9539 0.7968  0.996
H28 3.0896 -7.0043 -3.0170  0.327
H29 -3.5083 -1.5633 0.0912  0.388
H30 0.3511 -2.9975 -1.5084  0.618
C28 1.6150 -0.1323 -3.3534  -1.111
H31 -8.2615 2.9020 1.3077  0.299
C29 -5.1987 2.8276 2.2539  -0.252
C30 2.3015 2.9039 -0.9288  -0.526
S2 -1.7361 -2.2331 2.1357  -0.122
H32 4.0220 7.3270 -1.6847  0.195
N2 0.2609 5.4935 1.3528  0.083
C31 -2.7322 1.0778 1.6114  -0.322
O8 3.8488 6.8221 1.5538  -0.505
N3 0.4596 -2.9403 0.6435  0.560
C32 0.4691 -5.7088 -4.0750  -0.845
C33 1.4042 -2.7631 1.7752  -0.940
H33 -5.8239 3.0670 1.3273  0.319
H34 0.7014 -0.3287 -4.0108  0.282
C34 2.3467 -3.7370 -0.9374  -1.061
O9 0.8513 -6.7416 0.0061  -0.576
B1 2.7804 7.6090 0.9826  0.706
C35 2.0286 -1.2932 1.8786  -0.561
O10 2.5646 8.8848 1.5776  -0.523
H35 3.9883 3.4572 -2.4232  0.236
H36 -3.4377 -0.6623 -1.4766  0.439
H37 -0.8073 -4.9070 0.8615  0.235
C36 1.1642 4.8742 0.3942  -0.496
H38 1.1738 -8.8504 0.2367  0.345
C37 -1.9281 -6.1775 2.1392  0.187
O11 -2.4045 -8.0180 -4.7519  -0.574
H39 8.5342 2.6826 0.2719  0.348
O12 -1.7197 -5.3973 -4.8841  -0.630
H40 -3.3595 1.6127 -0.4858  0.437
S3 -1.2138 -0.9359 -0.5368  0.263
H41 5.7366 4.7194 -2.4542  0.339
C38 -4.7401 6.0139 2.4111  -0.077
H42 1.8704 -1.1094 -2.8488  0.096
H43 6.2992 6.4881 -2.4599  0.409
H44 -3.3781 -5.6707 3.1996  0.339
H45 2.8584 8.8198 2.5091  0.306
C39 -0.2441 -8.4992 -3.9787  -0.988
O13 -5.5481 6.4312 1.5523  -0.709
H46 1.4557 -1.6814 -0.7967  -0.664
H47 -0.4490 -9.5590 -3.9115  0.436
H48 0.7666 5.6272 2.2350  0.265
C40 1.2743 1.0616 -2.3652  0.183
O14 -3.0016 -7.7655 3.4940  -0.625
C41 -0.7266 -2.1285 0.7983  -0.261
H49 0.6690 -4.6467 -4.1274  0.518
C42 8.0202 3.5653 -0.1969  -0.069
C43 -1.1625 -7.6220 -4.3940  0.447
C44 -3.0332 -0.6609 -0.4076  -1.151

## Properties
Energy above the lowest of the compared OMol25 structures with the same formula, charge and spin   183.94 kcal per mole
HOMO-LUMO gap   3.633 eV
DFT total energy   -112736.20247 eV
Charge   -1
Largest force on an atom   4.9 eV/Å
HOMO   -0.15896 Ha